1.
Below is a 2-piece molecular cluster, C9H14O overall at a distorted geometry, with properties calculated with wB97M-V/def2-TZVPD.

```
! wB97M-V def2-TZVPD RIJCOSX def2/J DEFGRID3
* xyz 1 2
C 0.716 -2.996 -0.186
C -0.662 -2.495 -0.494
O 1.101 -3.810 -1.334
H 1.408 -2.153 -0.131
H 0.721 -3.704 0.634
H -1.144 -1.782 0.191
H 1.091 -3.215 -2.076
H -1.361 -3.321 -0.559
H -0.775 -1.939 -1.451
C 1.560 2.764 -0.618
C -1.894 1.622 0.271
C -0.895 2.322 -0.354
C -1.581 0.756 1.280
C 0.448 2.047 0.054
C -0.267 0.407 1.700
C 0.745 1.090 1.091
H -2.897 1.902 -0.018
H -1.184 3.048 -1.093
H -2.376 0.210 1.795
H -0.121 -0.364 2.446
H 1.995 2.003 -1.317
H 2.316 3.159 0.082
H 1.789 0.833 1.305
H 1.265 3.616 -1.218
*
```

Computed properties:
* LUMO (alpha / beta): -4.4197 / -8.3442 eV

Here are the Löwdin charges for atoms 1 to 2, given in e: atom 1 (C): -0.2814, atom 2 (C): -0.1049

---

2.
Below is a 2-piece molecular cluster, C9H14O overall at a distorted geometry, with properties calculated with wB97M-V/def2-TZVPD.

```
! wB97M-V def2-TZVPD RIJCOSX def2/J DEFGRID3
* xyz 1 2
C 0.027 2.002 -0.365
C 0.635 -1.574 -1.260
C 0.827 -1.464 -2.650
C 0.452 -0.461 -0.500
C 0.252 0.786 -1.158
C 0.589 -0.217 -3.309
C 0.395 0.911 -2.556
O 1.233 -2.454 -3.440
H 0.740 -2.548 -0.793
H 0.419 -0.514 0.581
H 0.648 -0.145 -4.388
H 0.561 -3.055 -3.780
H 0.687 2.383 0.453
H -0.956 1.908 0.110
H 0.285 1.873 -3.041
H 0.109 3.030 -0.729
C -1.034 -0.806 3.451
C -0.650 0.663 3.286
H -2.007 -0.905 2.965
H -0.334 -1.549 3.069
H -1.129 -1.058 4.503
H -0.391 0.854 2.231
H 0.139 1.014 3.953
H -1.497 1.324 3.368
*
```

Computed properties:
* LUMO (alpha / beta): -4.1611 / -7.9228 eV

Here are the Löwdin charges for atoms 1 to 2, given in e: atom 1 (C): -0.0328, atom 2 (C): 0.0572